Formula: C19H19NO5
Source: OMol25
Level of theory: ωB97M-V/def2-TZVPD

Last column: natural (NBO) charge in e.
Cartesian coordinates (Å):
1 C -4.37 -0.71 -1.72  -0.2099
2 C 2.68 -0.79 -0.06  0.1568
3 C -4.24 0.47 0.76  -0.2004
4 H 4.93 -3.88 0.42  0.2138
5 H 1.07 -2.17 -0.29  0.2510
6 H 5.41 2.88 1.26  0.2173
7 H 5.76 2.86 -0.47  0.2160
8 H -4.19 0.92 1.74  0.2390
9 C 0.61 0.52 -0.43  0.5655
10 C 4.29 -3.02 0.29  -0.2055
11 N 1.93 0.37 -0.23  -0.5889
12 C 0.23 2.00 -0.53  0.5367
13 C 4.06 -0.63 0.17  0.2758
14 C 5.86 0.93 0.48  -0.0590
15 H 6.49 0.48 -0.30  0.1739
16 O 4.50 0.66 0.20  -0.5181
17 H -1.55 1.91 -1.68  0.2506
18 H -6.32 -1.36 -1.18  0.2194
19 H 5.92 -1.65 0.52  0.2193
20 H -8.20 -0.87 1.90  0.2021
21 H 6.14 0.50 1.45  0.1754
22 H -7.36 -2.02 0.83  0.1765
23 C -2.00 1.36 0.37  0.6155
24 C -5.45 -0.81 -0.87  -0.2902
25 C 2.94 -3.17 0.06  -0.2265
26 O -0.23 -0.35 -0.54  -0.5978
27 H -2.39 0.02 -2.03  0.2122
28 H 7.08 2.68 0.70  0.2154
29 C 2.13 -2.06 -0.11  -0.2296
30 O -1.69 1.41 1.53  -0.5397
31 C 4.86 -1.75 0.34  -0.2872
32 C -1.25 2.20 -0.67  -0.6150
33 H 2.51 -4.16 0.02  0.2160
34 O -6.39 -0.25 1.32  -0.4880
35 C -3.24 -0.01 -1.37  -0.1533
36 O 1.06 2.87 -0.47  -0.5030
37 H -8.08 -0.53 0.15  0.1752
38 H -1.49 3.26 -0.51  0.2624
39 C -5.39 -0.22 0.39  0.2990
40 C -3.17 0.60 -0.11  -0.1593
41 C 6.04 2.44 0.49  -0.6189
42 C -7.57 -0.96 1.02  -0.2523
43 H 2.47 1.23 -0.16  0.4436
44 H -4.42 -1.20 -2.69  0.2142

Computed properties:
HOMO-LUMO gap = 8.348 eV
E_LUMO = 0.0007 hartree
E_tot = -31738.8055 eV

***

Formula: C19H17FN4O9Pt
Source: OMol25
Level of theory: ωB97M-V/def2-TZVPD

Last column: natural (NBO) charge in e.
Cartesian coordinates (Å):
1 O 1.77 0.49 -0.86  -0.7097
2 C 3.06 1.82 3.35  0.0281
3 O 4.77 -0.55 2.85  -0.8319
4 C -1.26 -3.39 0.72  -0.6661
5 H -3.05 2.49 -4.74  0.2302
6 C 1.78 1.01 0.27  0.7759
7 F 2.95 2.16 5.66  -0.3182
8 H -2.78 -1.04 -4.29  0.2295
9 C 5.43 -1.37 3.54  0.6429
10 H 3.74 1.81 0.19  0.2312
11 C -1.32 -2.16 -0.14  0.4995
12 H -0.22 -3.60 0.99  0.2291
13 N 2.92 2.27 2.06  -0.3973
14 C -1.02 4.58 -3.02  -0.2033
15 N -2.05 1.08 -2.95  -0.4218
16 C -2.04 5.73 -4.88  -0.2300
17 H -4.12 -0.64 -3.24  0.2355
18 H -3.60 -2.34 -3.38  0.2001
19 C 2.31 3.96 4.24  0.5971
20 H 4.93 -1.68 4.50  -0.0073
21 H 3.57 0.45 1.31  0.2971
22 H -1.70 -4.26 0.23  0.1960
23 H -0.37 4.56 -2.16  0.2515
24 C 2.50 3.54 1.78  0.7980
25 O -0.59 -1.20 0.31  -0.6171
26 N -1.74 0.06 -2.07  -0.2793
27 H -3.37 4.56 -6.09  0.1961
28 H -2.18 6.63 -5.46  0.1949
29 C -2.09 -2.17 -1.29  -0.4839
30 C -3.26 -1.30 -3.35  -0.6510
31 Pt -0.64 0.58 -0.55  1.5574
32 O -0.72 2.32 -1.52  -0.6495
33 H 3.49 0.81 3.46  0.3045
34 C -1.20 5.74 -3.78  -0.2221
35 O 2.05 4.76 5.12  -0.6311
36 C -2.32 -1.10 -2.20  0.3068
37 C -1.48 2.18 -2.56  0.5263
38 C 3.10 1.35 0.94  -0.3297
39 C -2.53 3.41 -4.48  -0.2068
40 O 6.53 -1.87 3.31  -0.7644
41 N 2.22 4.31 2.90  -0.6246
42 H -1.81 -3.19 1.64  0.2269
43 H -2.62 -3.09 -1.50  0.1960
44 O -2.34 0.92 0.27  -0.9407
45 C -2.71 4.56 -5.23  -0.2324
46 O 2.40 3.99 0.65  -0.6371
47 H -0.68 6.64 -3.49  0.2027
48 C 2.78 2.60 4.40  0.1740
49 O 0.69 1.24 0.91  -0.6882
50 C -1.69 3.41 -3.38  -0.0022
51 H 1.89 5.24 2.70  0.4184

Computed properties:
HOMO-LUMO gap (alpha / beta) = 6.410 / 6.411 eV
E_LUMO (alpha / beta) = 0.1558 / 0.1558 hartree
E_tot = -50331.9953 eV
total charge = -2

***

Formula: CH2O2S2
Source: OMol25
Level of theory: ωB97M-V/def2-TZVPD

Last column: natural (NBO) charge in e.
Cartesian coordinates (Å):
1 S -0.75 1.60 -0.07  0.4621
2 H 2.67 0.77 0.69  0.0882
3 O -1.77 -0.66 -0.06  -0.4857
4 O -0.51 -1.25 0.11  -0.5023
5 C 0.56 0.81 -0.02  -0.3667
6 S 1.93 -0.07 0.12  0.3368
7 H -2.14 -1.19 -0.76  0.4675

Computed properties:
HOMO-LUMO gap (alpha / beta) = 7.425 / 7.413 eV
E_LUMO (alpha / beta) = -0.0265 / -0.0266 hartree
E_tot = -26828.5717 eV

***

Formula: C4H9N2
Source: OMol25
Level of theory: ωB97M-V/def2-TZVPD

Last column: Löwdin spin population.
Cartesian coordinates (Å):
1 H -0.34 -1.86 -0.85  0.0248
2 H -3.00 0.96 0.20  0.0193
3 H -0.20 1.90 0.48  0.0035
4 N -1.13 0.06 -0.15  0.0897
5 H 2.55 -1.05 -0.29  0.0059
6 H 2.75 0.83 0.06  0.0006
7 C 2.11 -0.09 0.07  0.0702
8 C -0.18 1.12 -0.36  0.0082
9 C -2.38 -0.01 0.08  0.4253
10 C -0.13 -0.88 -0.31  0.3466
11 H 2.03 -0.15 1.16  0.0402
12 N 0.87 0.02 -0.56  0.2793
13 H -0.52 1.71 -1.25  0.0032
14 H 0.38 -1.48 1.49  0.6657
15 H -2.81 -1.08 0.24  0.0175

Computed properties:
HOMO-LUMO gap (alpha / beta) = 7.744 / 8.579 eV
E_LUMO (alpha / beta) = -0.1491 / -0.2465 hartree
E_tot = -7260.0664 eV
total charge = +1
2S+1 = 3

***

Formula: C12H24N6O6Pd
Source: OMol25
Level of theory: ωB97M-V/def2-TZVPD

Last column: Löwdin spin population.
Cartesian coordinates (Å):
1 C -2.31 -1.24 1.21  0.1211
2 H 1.20 -2.45 1.43  -0.0028
3 H -1.13 -0.86 4.32  -0.0021
4 H 2.87 3.53 -0.81  -0.0008
5 H 3.95 -4.23 1.01  0.0000
6 H 2.85 -4.40 2.08  0.0000
7 H -3.23 3.19 -1.60  0.0001
8 H 3.39 1.42 -3.66  0.0008
9 H 1.47 0.84 1.99  0.0008
10 O -2.45 -1.56 -1.03  0.3393
11 H 4.07 2.48 -1.60  0.0002
12 O 0.00 0.12 -3.14  0.0031
13 N 1.74 0.93 0.11  0.1279
14 C 3.35 2.53 -0.78  0.0017
15 N -1.74 -1.29 -0.03  0.1185
16 C -1.85 1.46 -1.36  0.0013
17 O 3.05 -4.59 1.14  -0.0010
18 H 2.70 -1.65 0.68  -0.0025
19 O 0.48 0.27 2.77  0.3071
20 H -2.84 -0.99 3.84  0.0002
21 H 3.86 2.42 0.18  0.0003
22 N -0.27 -0.28 1.87  0.2857
23 H -1.62 -2.76 -2.33  -0.0001
24 H -0.45 2.27 1.45  0.0002
25 N -0.95 1.19 -0.36  0.0063
26 C 1.58 -1.73 0.68  -0.0481
27 N -1.94 3.08 0.14  0.0000
28 H -2.17 3.91 0.66  0.0000
29 H -4.11 -2.03 0.49  0.0001
30 O 2.16 1.34 1.30  0.0295
31 H 1.32 -2.29 -0.32  -0.0023
32 H -1.99 0.83 -2.23  0.0008
33 H -2.04 0.59 3.84  -0.0033
34 H -3.89 -2.17 2.26  0.0030
35 H 1.75 1.11 -4.32  0.0007
36 C 2.36 1.45 -0.95  0.0004
37 C 1.87 1.04 -2.21  0.0162
38 C 2.31 1.57 -3.51  0.0046
39 H -0.39 -3.54 -2.61  0.0000
40 H -4.32 -0.61 1.54  0.0061
41 O -1.26 -3.29 -3.10  0.0023
42 C -1.49 -0.72 2.23  -0.0239
43 C -1.89 -0.48 3.63  -0.0101
44 H 2.15 2.65 -3.56  0.0004
45 N 0.76 0.26 -2.10  0.0753
46 C -3.75 -1.53 1.39  0.0156
47 Pd 0.32 -0.57 -0.05  0.6269
48 C -1.00 2.17 0.53  -0.0003
49 C -2.48 2.65 -1.06  0.0010

Computed properties:
HOMO-LUMO gap (alpha / beta) = 6.030 / 4.632 eV
E_LUMO (alpha / beta) = -0.0277 / -0.0772 hartree
E_tot = -37527.8260 eV
2S+1 = 3

***

Formula: C6H11NS
Source: OMol25
Level of theory: ωB97M-V/def2-TZVPD

Last column: natural (NBO) charge in e.
Cartesian coordinates (Å):
1 C 0.41 1.41 2.97  -0.6170
2 H 2.82 -0.22 3.35  0.1172
3 H -0.74 3.02 -0.64  0.2262
4 C 0.30 2.69 -0.72  -0.3147
5 C 1.45 3.51 -0.83  -0.3146
6 H 2.68 0.55 -0.88  0.4254
7 H 3.62 2.89 -1.00  0.2195
8 S 2.83 0.30 2.10  -0.0713
9 C 0.73 1.37 -0.73  -0.0822
10 H 1.76 2.31 1.52  0.2430
11 N 2.09 1.38 -0.84  -0.5138
12 H -0.18 2.33 3.14  0.2135
13 H 0.17 0.43 -0.67  0.2202
14 H 0.46 0.84 3.92  0.2018
15 H -0.11 0.79 2.22  0.2142
16 H 2.34 2.40 3.21  0.2105
17 H 1.48 4.60 -0.85  0.2265
18 C 1.81 1.76 2.48  -0.5198
19 C 2.55 2.67 -0.91  -0.0849

Computed properties:
HOMO-LUMO gap = 9.189 eV
E_LUMO = 0.0289 hartree
E_tot = -18725.4944 eV

***

Formula: C3H4OS2
Source: OMol25
Level of theory: ωB97M-V/def2-TZVPD

Last column: natural (NBO) charge in e.
Cartesian coordinates (Å):
1 C 0.51 -0.72 1.98  -0.1537
2 S -1.75 -0.08 -1.20  0.0142
3 H 0.54 -1.18 2.93  0.2362
4 C -0.04 -0.41 0.97  -0.1228
5 H -2.04 1.12 -1.45  0.1218
6 H 0.80 -1.69 -1.87  0.1314
7 S 1.39 -0.64 -1.33  -0.1939
8 O 0.04 1.63 -0.18  -0.6486
9 C -0.18 0.32 -0.24  0.1355
10 H 0.72 1.67 0.39  0.4798

Computed properties:
HOMO-LUMO gap = 9.262 eV
E_LUMO = 0.0114 hartree
E_tot = -26889.8223 eV

***

Formula: C18H13N4ORe
Source: OMol25
Level of theory: ωB97M-V/def2-TZVPD

Last column: Löwdin spin population.
Cartesian coordinates (Å):
1 C -1.45 2.81 4.00  -0.0046
2 H -3.02 4.16 3.46  0.0001
3 H -1.75 5.07 -4.28  -0.0036
4 C -1.21 4.37 -1.02  -0.0415
5 C -1.16 2.95 -1.11  -0.0417
6 N 1.36 0.12 2.30  -0.0131
7 N 1.96 -0.73 0.19  0.0433
8 C -2.25 3.50 3.09  0.0030
9 O -1.74 -1.57 -0.23  0.0098
10 C -1.11 2.44 1.27  0.0012
11 C -1.58 4.47 -3.39  -0.0972
12 C 3.72 -2.33 -0.01  0.0020
13 C -0.49 1.89 3.57  -0.0030
14 H 4.31 -2.95 -0.66  0.0003
15 C -1.51 3.07 -3.51  -0.0166
16 C -1.43 5.11 -2.15  -0.0028
17 H -1.38 1.23 -2.43  0.0001
18 H 3.22 -1.46 3.24  -0.0003
19 C -1.30 2.32 -2.38  -0.0198
20 H -0.99 4.86 -0.08  -0.0010
21 C 2.16 -0.73 1.54  0.0099
22 C -0.35 1.70 2.22  0.0029
23 Re 0.41 0.60 -0.37  1.1410
24 C 3.91 -2.33 1.36  0.0100
25 H 2.55 -1.51 -1.64  0.0036
26 C -2.10 3.32 1.73  -0.0097
27 H -1.59 2.97 5.06  -0.0002
28 H 0.11 1.34 4.28  -0.0001
29 C 3.11 -1.51 2.16  -0.0058
30 H 4.67 -2.96 1.81  0.0005
31 H -2.77 3.81 1.03  -0.0009
32 H -1.66 2.60 -4.47  0.0002
33 C -0.96 -0.77 -0.30  0.0029
34 H -1.44 6.19 -2.10  0.0010
35 C 2.73 -1.52 -0.57  0.0158
36 N 0.55 0.78 1.62  -0.0007
37 N -0.85 2.14 -0.06  0.0150

Computed properties:
HOMO-LUMO gap (alpha / beta) = 5.778 / 5.766 eV
E_LUMO (alpha / beta) = -0.4869 / -0.4852 hartree
E_tot = -28983.4660 eV
total charge = +3
2S+1 = 2

***

Formula: C14H16O
Source: OMol25
Level of theory: ωB97M-V/def2-TZVPD

Last column: natural (NBO) charge in e.
Cartesian coordinates (Å):
1 C 1.98 -2.13 0.92  -0.1888
2 H 2.60 2.39 0.16  0.2268
3 C 1.94 1.52 0.26  -0.6615
4 C -1.44 -2.27 2.53  -0.6320
5 C -0.41 2.33 0.22  -0.1995
6 H 3.00 -2.42 1.04  0.2087
7 H -3.26 2.48 -2.75  0.4742
8 H 2.70 0.90 -0.28  0.2276
9 H 1.39 1.43 -2.62  0.2147
10 H -0.92 1.22 -3.48  0.2287
11 H 0.28 -1.24 -1.77  0.2128
12 H 2.40 -1.70 -1.10  0.2072
13 H -1.10 -3.08 3.16  0.2128
14 H -2.43 -2.54 2.18  0.2194
15 C -1.74 1.93 -1.69  0.2573
16 C 0.70 1.88 -0.50  -0.0243
17 C -0.69 -1.56 0.19  -0.2303
18 C 0.61 1.72 -1.90  -0.2045
19 H -0.25 2.35 1.32  0.2217
20 C 1.71 -1.52 -0.30  -0.2468
21 H -1.68 -1.40 -0.18  0.2200
22 C 0.36 -1.40 -0.69  -0.1780
23 C -0.65 1.54 -2.49  -0.2421
24 C -0.38 -2.04 1.48  0.0041
25 O -2.99 1.66 -2.33  -0.7151
26 H -1.59 -1.40 3.19  0.2190
27 H 1.12 -2.68 2.83  0.2081
28 H 1.91 1.00 1.22  0.2397
29 C 0.95 -2.35 1.82  -0.2421
30 H -2.50 2.93 -0.02  0.2227
31 C -1.63 2.45 -0.43  -0.2604

Computed properties:
HOMO-LUMO gap = 9.409 eV
E_LUMO = 0.0327 hartree
E_tot = -16823.2912 eV

***

Formula: C4H9N
Source: OMol25
Level of theory: ωB97M-V/def2-TZVPD

Last column: natural (NBO) charge in e.
Cartesian coordinates (Å):
1 H 0.20 0.50 -2.01  0.2155
2 H 1.28 0.46 1.72  0.2145
3 H 1.89 -1.03 0.70  0.2183
4 C -1.05 0.78 0.68  -0.2722
5 C -0.11 -0.35 -1.40  -0.6208
6 N -0.95 -0.68 0.93  -0.5870
7 H -0.79 1.39 1.55  0.1980
8 H -1.67 -1.13 0.33  0.3437
9 H -1.89 1.17 0.05  0.1950
10 H 0.62 -1.13 -1.71  0.2148
11 H 2.15 0.68 0.17  0.2107
12 C 0.02 -0.05 0.06  0.0663
13 C 1.47 -0.01 0.66  -0.6041
14 H -1.17 -0.60 -1.73  0.2072

Computed properties:
HOMO-LUMO gap = 10.440 eV
E_LUMO = 0.0391 hartree
E_tot = -5782.7642 eV

***

Formula: C3H5NOS
Source: OMol25
Level of theory: ωB97M-V/def2-TZVPD

Last column: natural (NBO) charge in e.
Cartesian coordinates (Å):
1 H 0.24 -0.17 1.33  0.2363
2 C -0.03 0.15 0.25  -0.4681
3 O 3.37 0.99 -0.15  -0.4297
4 C 0.27 -1.05 -0.54  -0.4814
5 N 2.24 0.59 -0.15  0.1111
6 H 0.76 2.08 -0.36  0.2110
7 H -1.08 0.55 -0.03  0.2259
8 H -0.31 -1.92 -0.27  0.2307
9 H 0.41 -0.90 -1.60  0.2253
10 C 1.06 1.17 -0.11  -0.0840
11 S 2.00 -1.31 0.17  0.2230

Computed properties:
HOMO-LUMO gap = 9.091 eV
E_LUMO = 0.0078 hartree
E_tot = -17561.0768 eV

***

Formula: C5H12N2
Source: OMol25
Level of theory: ωB97M-V/def2-TZVPD

Last column: natural (NBO) charge in e.
Cartesian coordinates (Å):
1 C 1.71 1.20 -0.55  -0.1337
2 N -1.35 -2.12 -0.35  -0.8587
3 H 1.16 0.67 1.67  0.2090
4 C 0.70 1.00 0.74  -0.4742
5 H -0.98 0.57 -0.64  0.1812
6 C -0.50 0.20 0.35  -0.0297
7 H -1.50 -2.83 0.22  0.3580
8 H 0.17 1.41 -1.91  0.2077
9 H 0.69 -1.31 -0.73  0.1839
10 H 0.38 2.04 0.80  0.2296
11 H -2.29 -0.17 1.30  0.3712
12 H -1.62 -2.26 -1.31  0.3750
13 C -0.17 -1.40 0.03  -0.2352
14 H 0.26 -1.93 0.90  0.1842
15 H -1.16 0.41 2.45  0.3663
16 N -1.50 0.41 1.51  -0.8845
17 H 2.63 1.18 -0.24  0.1773
18 H 2.12 1.57 -2.50  0.2160
19 C 1.24 1.36 -1.76  -0.4435

Computed properties:
HOMO-LUMO gap = 9.488 eV
E_LUMO = 0.0435 hartree
E_tot = -8357.1897 eV